w | {"formula": "H3O2PS", "method": "ωB97M-V with the def2-TZVPD basis set", "symbols": ["O", "P", "O", "S", "H", "H", "H"], "positions_angstrom": [[-1.25698, 0.52193, 0.20276], [-0.56297, -0.98022, 0.17625], [0.82924, -0.39929, -0.78544], [2.11061, 0.14313, 0.12239], [-1.80637, 0.71936, 0.96887], [-1.13945, -1.44440, -0.88982], [1.82593, 1.43949, 0.20499]], "smiles": "OPOS", "lumo_ev": 0.450}

---

x | {"formula": "H3O2PS", "method": "ωB97M-V with the def2-TZVPD basis set", "symbols": ["O", "P", "S", "H", "O", "H", "H"], "positions_angstrom": [[-2.23593, 1.27116, 0.35046], [-2.02426, 0.45358, -0.80852], [-1.78344, -1.58666, -0.20960], [-0.94921, -1.25954, 0.77055], [0.68584, 1.59929, -0.04439], [0.68364, 0.67699, 0.02678], [1.34710, 2.00158, 0.48438]], "smiles": "O=PS.O", "lumo_ev": -0.784}

---

The structure with the least stability is w.

---

w | {"formula": "C5H13NO4", "method": "ωB97M-V with the def2-TZVPD basis set", "symbols": ["C", "O", "C", "C", "O", "C", "C", "O", "O", "H", "H", "H", "H", "H", "H", "H", "H", "H", "H", "N", "H", "H", "H"], "positions_angstrom": [[0.04329, 1.13994, -2.02457], [0.15222, -0.18267, -1.54668], [1.22504, -0.43155, -0.67643], [0.83304, -0.47667, 0.80764], [0.33887, 0.73396, 1.30639], [1.32532, 1.67784, 1.64564], [-0.21201, -1.56858, 1.03986], [-1.13074, -1.45223, 1.83155], [0.20555, -2.72894, 0.57780], [-0.73701, 1.14312, -2.79481], [-0.23935, 1.84330, -1.22675], [0.99623, 1.47347, -2.47067], [1.63482, -1.41177, -0.95040], [2.02282, 0.31643, -0.82286], [1.73842, -0.77886, 1.36802], [0.81404, 2.53205, 2.10353], [2.04265, 1.25583, 2.37079], [1.88119, 2.03365, 0.76275], [-0.44630, -3.49886, 0.79100], [-2.90838, -0.50253, -0.39832], [-2.71697, -0.37616, -1.39019], [-3.16857, 0.40039, -0.00695], [-3.69417, -1.14118, -0.29634]], "smiles": "COC[C@@H](OC)C(=O)O.N", "lumo_ev": 0.788}

---

x | {"formula": "C5H13NO4", "method": "ωB97M-V with the def2-TZVPD basis set", "symbols": ["C", "C", "C", "N", "O", "O", "H", "H", "H", "H", "H", "H", "H", "H", "H", "C", "C", "O", "O", "H", "H", "H", "H"], "positions_angstrom": [[-0.96867, 0.40378, -0.52862], [0.80389, -0.08179, -1.33586], [0.87781, 0.59919, -2.67504], [0.88453, -1.44574, -1.36594], [-1.72927, -0.75948, -0.41617], [-1.28709, 1.41055, 0.41350], [-1.28640, -1.36451, 0.20481], [-2.23299, 1.59861, 0.33600], [-1.29344, 0.83135, -1.48684], [1.45442, 0.35161, -0.58084], [0.21720, -1.89637, -1.98186], [0.86711, -1.87054, -0.42486], [1.84273, 0.40326, -3.14061], [0.09672, 0.22564, -3.33706], [0.76440, 1.67365, -2.56141], [-0.53483, 0.08034, 2.83065], [0.37359, -0.45019, 1.74900], [1.58688, 0.17977, 1.66603], [0.29097, -1.60692, 1.34734], [1.51393, 1.08852, 1.97998], [-1.52105, -0.35660, 2.73154], [-0.09231, -0.17598, 3.79337], [-0.62810, 1.16186, 2.78289]], "lumo_ev": 0.515}

---

The structure with the least stability is x.

---

w | {"formula": "C6H8ClN", "method": "ωB97M-V with the def2-TZVPD basis set", "symbols": ["N", "C", "C", "C", "C", "C", "C", "Cl", "H", "H", "H", "H", "H", "H", "H", "H"], "positions_angstrom": [[1.00116, 1.94748, -0.22490], [0.14305, 0.67295, -0.10081], [-1.21765, 0.30088, -0.64039], [-1.49267, -1.00018, -0.43843], [-0.09232, -1.39096, 0.22681], [-0.04045, -0.09509, 1.15787], [0.94109, -0.58028, -0.65454], [2.65195, -0.67802, -0.21986], [0.32561, 2.79510, -0.08340], [1.77422, 1.90062, 0.73502], [-1.80888, 0.89247, -1.41531], [-2.45646, -1.58272, -0.44304], [-0.26939, -2.38373, 0.46502], [-1.15729, 0.03569, 1.63796], [0.85528, -0.06528, 1.69422], [0.84274, -0.76896, -1.69621]], "smiles": "N[C@]12C=C[C@H](C1)[C@@H]2Cl", "lumo_ev": 0.926}

---

x | {"formula": "C6H8ClN", "method": "ωB97M-V with the def2-TZVPD basis set", "symbols": ["C", "C", "C", "C", "N", "H", "H", "H", "H", "H", "H", "H", "C", "C", "Cl", "H"], "positions_angstrom": [[-0.10190, -2.55410, -0.58379], [-0.45514, -1.27750, -0.54589], [-0.63532, -0.11433, 0.01504], [-0.11015, 0.22154, 1.36848], [-1.17110, 0.99175, -0.67003], [0.81743, -2.96970, -1.21324], [-0.90821, -3.22892, -0.28319], [0.43862, 1.14038, 1.41499], [-0.99171, 0.16844, 2.01546], [0.67281, -0.62170, 1.58779], [-1.49668, 1.64056, -0.06525], [-1.68248, 0.74772, -1.50491], [2.07195, 1.20089, -1.19783], [2.85896, 0.61103, -0.50730], [3.92620, -0.27258, 0.41122], [1.46470, 1.81556, -1.79924]], "smiles": "C=C=C(C)N.C#CCl", "lumo_ev": 0.776}

---

The structure with the least stability is x.